{"formula": "C8H15N5", "method": "wB97M-V/def2-TZVPD", "homo_lumo_gap_ev": 9.58, "e_homo_ha": -0.318, "e_above_lowest_ev": 2.0009, "symbols": ["C", "C", "C", "C", "C", "C", "C", "C", "H", "H", "H", "H", "H", "H", "H", "H", "H", "H", "H", "H", "H", "H", "H", "N", "N", "N", "N", "N"], "positions_angstrom": [[-2.313, 1.413, 2.331], [-1.433, 2.087, 1.240], [0.632, 0.978, 0.547], [2.608, 0.228, -0.005], [4.111, 0.130, -0.008], [0.786, -0.760, -0.897], [-1.104, -1.669, -2.110], [-2.122, -2.291, -1.175], [-3.408, 1.887, 2.270], [-1.937, 1.701, 3.407], [-2.228, 0.315, 2.136], [-1.769, 1.792, 0.212], [-1.549, 3.253, 1.323], [0.419, 2.315, 1.785], [4.640, 0.977, 0.017], [4.156, -0.657, -0.982], [4.206, -0.299, 1.034], [1.045, -2.285, -1.961], [-1.193, -0.468, -2.446], [-0.968, -2.144, -3.118], [-3.139, -2.567, -1.629], [-1.571, -3.252, -0.648], [-2.200, -1.516, -0.353], [-0.086, 1.802, 1.218], [2.015, 1.167, 0.712], [2.116, -0.683, -0.807], [0.301, -1.708, -1.659], [-0.013, 0.256, -0.435]], "forces_ev_per_angstrom": [[-0.4, 1.4, 0.9], [-3.3, 1.9, -1.3], [1.4, -0.7, -3.8], [2.1, 1.4, -0.5], [-3.0, -5.5, -0.7], [-0.1, 3.7, 0.5], [1.8, 2.1, -3.5], [0.8, -0.9, 1.9], [2.3, -1.5, 0.0], [-0.6, -0.8, -2.0], [-0.6, 0.8, 0.6], [-0.4, 0.3, 1.0], [0.2, -2.1, -0.2], [3.3, 3.1, 3.5], [1.9, 3.4, -0.5], [1.2, 2.2, 3.1], [0.8, -0.4, -1.2], [0.1, -1.0, -0.9], [-0.6, -3.2, 1.3], [-0.9, 0.0, 0.8], [1.7, 0.5, 0.6], [-1.7, 2.2, -1.5], [-0.5, -1.1, -0.7], [-1.8, -0.9, 0.2], [-2.5, -1.9, -0.2], [-0.8, -1.6, 0.2], [-1.7, 0.1, 0.8], [1.2, -1.4, 1.8]]}

{"formula": "C8H15NO", "method": "wB97M-V/def2-TZVPD", "homo_lumo_gap_ev": 9.89, "e_homo_ha": -0.335, "e_above_lowest_ev": 2.0201, "symbols": ["C", "C", "C", "C", "C", "C", "C", "C", "N", "O", "H", "H", "H", "H", "H", "H", "H", "H", "H", "H", "H", "H", "H", "H", "H"], "positions_angstrom": [[-1.791, 0.872, -0.351], [1.277, -0.639, 0.092], [0.704, 0.633, -0.610], [-0.170, -0.922, 0.631], [1.048, 1.872, 0.137], [0.825, 0.795, -2.078], [-0.530, -0.576, 2.056], [-0.860, -2.276, 0.202], [-0.662, 0.139, -0.211], [-1.764, 1.922, -1.026], [-2.672, 0.517, 0.210], [1.413, -1.313, -0.747], [2.201, -0.564, 0.680], [0.267, 2.670, 0.175], [1.818, 2.485, -0.421], [1.282, 1.791, 1.189], [-0.172, 1.230, -2.463], [1.045, -0.252, -2.499], [1.634, 1.344, -2.529], [-1.574, -0.696, 2.252], [-0.118, 0.394, 2.353], [-0.049, -1.426, 2.699], [-1.107, -3.027, 1.044], [-0.211, -2.787, -0.489], [-1.836, -2.187, -0.295]], "forces_ev_per_angstrom": [[1.2, 1.4, -0.7], [-0.8, -0.2, -1.1], [-0.7, 0.2, 1.6], [-1.8, -1.0, 0.3], [0.2, 3.6, -0.3], [-1.3, -1.9, -2.4], [2.5, -2.4, 1.7], [-0.1, -1.1, 1.5], [0.6, 1.5, -1.6], [-0.8, -1.6, 1.1], [0.0, 0.0, -0.3], [0.4, -0.6, 0.2], [-0.7, 0.0, 0.2], [-0.1, -1.0, -0.4], [-0.1, -1.0, 0.9], [0.6, -0.5, 0.2], [1.7, -0.8, 0.4], [-0.9, 1.3, 0.2], [0.4, 0.7, 0.6], [-0.8, 0.4, -0.1], [-0.3, -0.2, 0.1], [-0.6, 1.7, -0.7], [0.8, 1.3, -0.9], [0.2, -0.3, -0.3], [0.4, 0.7, 0.1]]}

{"formula": "C8H15NO", "method": "wB97M-V/def2-TZVPD", "homo_lumo_gap_ev": 9.42, "e_homo_ha": -0.334, "e_above_lowest_ev": 1.7297, "symbols": ["C", "C", "C", "C", "C", "C", "C", "N", "C", "O", "H", "H", "H", "H", "H", "H", "H", "H", "H", "H", "H", "H", "H", "H", "H"], "positions_angstrom": [[0.594, 1.507, -0.388], [1.646, 0.391, -0.417], [-1.014, 1.060, -0.689], [-0.840, -2.305, 0.793], [-1.290, 0.353, -1.979], [0.950, -0.944, -0.334], [0.308, -1.348, 0.941], [0.684, 2.237, 0.849], [0.736, -0.934, 2.136], [0.774, -1.600, -1.361], [0.796, 2.206, -1.203], [0.073, 3.048, 0.845], [0.420, 1.651, 1.635], [2.346, 0.537, 0.409], [2.197, 0.416, -1.357], [-1.525, 2.027, -0.663], [-1.316, 0.466, 0.172], [-1.127, -2.728, 1.751], [-0.551, -3.105, 0.114], [-1.702, -1.809, 0.350], [1.571, -0.265, 2.261], [0.268, -1.280, 3.045], [-0.605, -0.555, -2.053], [-2.311, -0.023, -2.020], [-1.082, 0.995, -2.836]], "forces_ev_per_angstrom": [[-2.4, -0.1, -0.9], [0.0, -0.4, -0.1], [2.4, 0.8, 0.8], [0.2, -0.1, 0.0], [1.1, -1.5, -0.5], [0.1, -0.2, -1.3], [-0.2, -0.5, 0.5], [0.1, 0.3, 0.5], [0.1, 0.0, -0.3], [0.6, 0.1, 1.5], [0.2, 0.0, 0.1], [0.0, -0.1, 0.0], [-0.1, 0.1, -0.1], [-0.1, 0.1, -0.1], [0.0, -0.1, 0.1], [-0.1, -0.1, 0.2], [-0.2, 0.1, 0.1], [0.0, 0.0, 0.1], [-0.1, -0.1, 0.0], [-0.1, 0.0, -0.1], [0.2, 0.1, -0.1], [-0.1, -0.1, 0.1], [-1.3, 1.4, -0.3], [-0.1, 0.2, -0.1], [-0.2, 0.0, -0.1]]}

{"formula": "C8H15NO3S", "method": "wB97M-V/def2-TZVPD", "homo_lumo_gap_ev": 10.01, "e_homo_ha": -0.351, "e_above_lowest_ev": 2.8983, "symbols": ["C", "C", "C", "C", "C", "C", "C", "C", "N", "O", "O", "O", "S", "H", "H", "H", "H", "H", "H", "H", "H", "H", "H", "H", "H", "H", "H", "H"], "positions_angstrom": [[0.235, 1.586, -0.966], [-1.033, -0.199, -1.148], [0.736, 0.278, -0.169], [2.027, 0.379, 2.028], [2.297, -1.715, -0.354], [-3.831, -0.227, -0.538], [0.639, 0.295, 1.401], [2.006, -0.300, -0.803], [-0.856, 1.067, -1.678], [0.597, 2.740, -1.061], [-2.075, 1.251, 0.676], [-2.175, -1.233, 1.158], [-2.212, -0.120, 0.247], [-1.264, -0.960, -1.819], [2.650, -0.474, 1.791], [1.976, 0.582, 3.146], [2.489, 1.381, 1.735], [1.918, -1.939, 0.572], [3.317, -2.093, -0.466], [1.834, -2.388, -1.097], [-4.424, 0.114, 0.273], [-3.744, 0.634, -1.179], [-4.169, -1.139, -0.926], [-0.025, 1.074, 1.655], [0.037, -0.567, 1.687], [1.990, -0.225, -1.877], [2.746, 0.483, -0.415], [-1.685, 1.715, -1.871]], "forces_ev_per_angstrom": [[-0.5, 0.8, -0.5], [1.7, 0.5, 3.9], [-2.4, 0.5, -2.0], [-0.1, 2.6, 1.4], [0.7, -0.8, -3.3], [1.6, 2.1, 0.9], [0.5, -1.0, -1.8], [0.2, 1.5, 1.6], [-0.4, 2.2, -0.4], [0.3, -1.5, 0.8], [-0.3, 0.0, 0.6], [0.7, -0.1, 0.2], [-0.8, -0.9, -1.5], [-0.1, -1.6, -0.9], [0.3, 0.2, 0.2], [-0.2, -0.9, -1.2], [-0.2, -1.5, -0.2], [-0.8, -0.6, 2.2], [0.3, 0.8, 0.4], [-0.5, 0.2, 0.4], [-0.9, 0.1, 0.8], [-0.6, 0.0, -1.0], [0.0, -1.2, -0.7], [-0.3, 1.3, 0.4], [0.6, -0.5, 0.2], [-0.1, 0.2, -0.3], [-0.5, -1.2, -0.6], [1.8, -1.2, 0.2]]}

| no. | LUMO level (eV) |
| --- | --- |
| 1 | 0.92 |
| 2 | 0.77 |
| 3 | 0.32 |
| 4 | 0.47 |